No. 1
A structure of composition C64H58F5IO2RbS3Sb2Te, computed with ωB97M-V with the def2-TZVPD basis set.

The geometry in XYZ format:
```
137
Properties=species:S:1:pos:R:3:forces:R:3
Rb 1.31383 -0.62576 -0.56734 0.7 -1.2 -0.4
C 0.07906 6.21835 3.77158 0.0 0.0 0.0
C -0.24996 4.87479 3.18194 0.0 0.0 0.0
C -0.00297 4.61254 1.83748 0.0 0.0 0.0
C -0.25619 3.36082 1.29657 0.0 0.1 0.0
C -0.76965 2.36452 2.10778 0.0 0.0 0.0
C -1.01655 2.59580 3.45217 -0.1 0.0 0.0
C -0.76377 3.85239 3.97676 0.0 0.0 0.0
S -0.99492 0.71607 1.43931 -0.1 0.2 0.1
O -0.60996 0.83334 -0.00924 -0.9 0.9 0.5
C -2.79056 0.70885 1.45424 0.1 0.2 -0.2
C -3.43846 1.56655 0.53786 0.0 -0.1 0.1
C -4.79293 1.55072 0.44442 0.0 -0.1 0.0
C -5.55615 0.64463 1.22673 0.0 0.0 -0.1
C -6.96559 0.57804 1.10619 0.0 0.0 0.0
C -7.69156 -0.30956 1.84539 0.0 0.0 0.0
C -7.03721 -1.17489 2.74845 0.0 0.0 0.0
C -5.67998 -1.12847 2.89022 0.0 0.0 0.0
C -4.89919 -0.22017 2.13006 0.0 -0.1 0.0
C -3.47206 -0.16399 2.24803 -0.1 0.0 0.1
C -2.82040 -0.97660 3.32397 0.0 0.1 0.0
C -2.94932 -0.46293 4.66064 0.0 0.1 0.0
C -3.57283 0.78488 4.92576 0.0 0.0 0.0
C -3.64711 1.27595 6.19732 0.0 0.0 0.1
C -3.11009 0.54812 7.28037 0.0 0.0 0.0
C -2.51978 -0.66024 7.05721 0.0 0.0 0.0
C -2.43168 -1.19264 5.74933 0.1 -0.1 0.1
C -1.83168 -2.45344 5.51071 0.0 0.0 0.0
C -1.71564 -2.93232 4.24721 0.0 0.1 0.0
C -2.17445 -2.17059 3.14066 0.1 -0.1 0.0
S -1.92170 -2.90935 1.51033 -0.2 0.2 -0.1
O -1.88571 -1.78967 0.51748 0.0 -0.1 0.0
C -0.25200 -3.46148 1.74379 0.1 0.0 0.0
C 0.70170 -2.67275 2.38079 0.0 -0.1 0.0
C 1.98012 -3.17374 2.53833 0.0 0.0 0.0
C 2.32300 -4.44214 2.06760 0.0 0.0 0.0
C 3.68351 -5.01153 2.34809 0.0 0.0 0.0
C 1.37021 -5.18522 1.37827 0.0 0.0 0.0
C 0.07818 -4.70310 1.22018 0.0 0.0 0.0
H -0.41370 7.02318 3.22293 0.0 0.0 0.0
H 1.15387 6.40346 3.73507 0.0 0.0 0.0
H -0.23235 6.27369 4.81381 0.0 0.0 0.0
H 0.41128 5.39084 1.20620 0.0 0.0 0.0
H -0.03496 3.14290 0.26014 0.0 0.0 0.0
H -1.35159 1.79482 4.09921 0.0 0.0 0.0
H -0.92886 4.02743 5.03332 0.0 0.0 0.0
H -2.83439 2.21257 -0.08526 0.0 0.0 0.0
H -5.30514 2.20570 -0.25023 0.0 0.0 0.0
H -7.45407 1.24617 0.40681 0.0 0.0 0.0
H -8.76817 -0.35181 1.74172 0.0 0.0 0.0
H -7.61567 -1.87974 3.33147 0.0 0.0 0.0
H -5.18737 -1.79460 3.58666 0.0 0.0 0.0
H -3.97543 1.36569 4.10636 0.0 0.0 0.0
H -4.11300 2.23694 6.37404 0.0 0.0 0.0
H -3.16046 0.95470 8.28183 0.0 0.0 0.0
H -2.09295 -1.22722 7.87510 0.0 0.0 0.0
H -1.44729 -3.01947 6.34994 0.0 0.0 0.0
H -1.23190 -3.88335 4.07183 0.0 0.0 0.0
H 0.46350 -1.70084 2.80330 0.0 0.0 0.0
H 2.70847 -2.56858 3.06611 0.0 0.0 0.0
H 4.44009 -4.22864 2.37341 0.0 0.0 0.0
H 3.96654 -5.74124 1.59122 0.0 0.0 0.0
H 3.68700 -5.51453 3.31819 0.0 0.0 0.0
H 1.63899 -6.14625 0.95684 0.0 0.0 0.0
H -0.66547 -5.28950 0.69384 0.0 0.0 0.0
I 4.47736 -2.74877 -0.77114 0.1 0.1 0.1
C 3.42442 -4.35434 -1.61070 -0.1 0.0 -0.1
C 3.83448 -5.61573 -1.28496 0.0 0.0 0.0
C 3.10457 -6.72594 -1.76259 0.1 0.0 0.0
C 1.99697 -6.52569 -2.53177 0.0 0.0 0.0
C 1.58367 -5.21838 -2.89240 0.0 0.0 0.0
C 0.43946 -5.02868 -3.70748 0.0 0.0 0.0
C 0.06991 -3.76773 -4.06395 0.0 0.0 0.0
C 0.83807 -2.65437 -3.63787 0.0 -0.1 -0.1
C 1.96185 -2.73132 -2.84133 0.0 0.0 0.1
C 2.30995 -4.07222 -2.45454 0.1 0.0 0.0
H 4.70709 -5.76503 -0.66427 0.0 0.0 0.0
H 3.42805 -7.72828 -1.50888 0.0 0.0 0.0
H 1.42082 -7.36992 -2.89562 0.0 0.0 0.0
H -0.12690 -5.89505 -4.03154 0.0 0.0 0.0
H -0.81605 -3.61843 -4.67359 0.0 0.0 0.0
H 0.50091 -1.67636 -3.98817 0.0 0.0 0.0
F 3.83449 4.50416 1.96621 0.0 0.1 0.0
C 3.23958 3.49282 2.61462 0.0 -0.1 0.1
C 2.92240 2.31841 1.96382 0.0 0.0 0.2
F 3.18742 2.17622 0.65497 0.0 0.0 -0.1
C 2.28533 1.30753 2.65424 0.0 0.0 -0.2
F 1.95960 0.21864 1.91518 0.1 -0.1 0.2
C 1.89146 1.37439 3.98947 -0.1 -0.1 0.2
S 0.98203 0.12626 4.78931 0.1 0.1 -0.1
C 2.24152 2.58575 4.60486 0.1 0.0 0.0
F 1.90313 2.81301 5.88067 0.0 0.0 0.1
C 2.89425 3.61160 3.95023 0.0 -0.1 -0.1
F 3.16760 4.75585 4.59615 0.0 0.1 0.0
C 5.07392 -1.10836 -4.05539 0.0 0.0 0.0
Sb 3.45611 0.00138 -3.18698 0.2 0.2 -0.2
C 4.54201 1.89516 -3.36985 0.0 -0.1 0.0
C 2.37342 0.16658 -5.11347 0.0 0.0 0.1
C 2.62651 1.45345 -5.81717 0.0 0.0 0.0
C 3.75177 1.58059 -6.63167 0.0 0.0 0.0
C 4.09708 2.78376 -7.22447 0.0 0.0 0.0
C 3.30507 3.90191 -7.01171 0.0 0.0 0.0
C 2.16159 3.78165 -6.23766 0.0 0.0 0.0
C 1.79162 2.57360 -5.64867 0.0 0.0 0.0
C 0.49643 2.50704 -4.89882 -0.1 0.0 0.0
Sb 0.55010 2.27725 -2.73516 0.0 0.1 -0.1
C 1.32969 4.25769 -2.39876 0.0 0.0 0.0
C -1.49457 2.90229 -2.53736 0.0 0.0 0.0
H 5.36622 -0.63626 -4.99386 0.0 0.0 0.0
H 4.74991 -2.13309 -4.23084 0.0 0.0 0.0
H 5.92370 -1.11546 -3.37480 0.0 0.0 0.0
H 5.01756 2.04572 -4.33876 0.0 0.0 0.0
H 5.30691 1.87643 -2.58954 0.0 0.0 0.0
H 3.88502 2.74321 -3.16848 0.0 0.0 0.0
H 1.31703 0.00643 -4.91012 0.0 0.0 0.0
H 2.73640 -0.68586 -5.68773 0.0 0.0 0.0
H 4.37840 0.70889 -6.78425 0.0 0.0 0.0
H 4.98358 2.84765 -7.84310 0.0 0.0 0.0
H 3.56359 4.85475 -7.45597 0.0 0.0 0.0
H 1.51867 4.64409 -6.09741 0.0 0.0 0.0
H -0.11952 1.67372 -5.24903 0.0 0.0 0.0
H -0.07081 3.42496 -5.06474 0.0 0.0 0.0
H 0.55546 4.99102 -2.62760 0.0 0.0 0.0
H 2.18525 4.41880 -3.05457 0.0 0.0 0.0
H 1.65921 4.38199 -1.36755 0.0 0.0 0.0
H -1.71115 3.65927 -3.29221 0.0 0.0 0.0
H -1.62667 3.33671 -1.54671 0.0 0.0 0.0
H -2.16185 2.04753 -2.64047 0.0 0.0 0.0
C -2.59431 -1.13495 -4.53624 0.0 0.0 0.0
Te -2.15896 -1.28999 -2.44954 0.1 -0.1 0.0
C -4.20439 -1.08947 -1.90020 0.0 0.0 0.0
H -3.03903 -0.16786 -4.76250 0.0 0.0 0.0
H -3.26807 -1.93509 -4.83557 0.0 0.0 0.0
H -1.65924 -1.23308 -5.08521 0.0 0.0 0.0
H -4.77938 -1.85974 -2.40960 0.0 0.0 0.0
H -4.58292 -0.10136 -2.15062 0.0 0.0 0.0
H -4.26127 -1.23940 -0.82499 0.0 0.0 0.1
```
Positions in Å, forces in eV/Å.

Values from the calculation:
Net charge: -1
Energy above the lowest of the compared OMol25 structures with the same formula, charge and spin: 0.006 eV
Spin multiplicity: 1
Gap between HOMO and LUMO: 6.12 eV
Highest occupied orbital energy: -4.27 eV

No. 2
A structure of composition C30H25HgN6S3, computed with ωB97M-V with the def2-TZVPD basis set.

The geometry in XYZ format:
```
65
Properties=species:S:1:pos:R:3:forces:R:3
Hg 0.12572 -0.93490 0.32260 0.3 -0.2 0.1
C -2.87196 2.34820 4.93690 0.0 0.0 0.0
C -3.27954 0.93694 4.55654 0.0 0.1 -0.1
N -3.08016 0.63318 3.13108 0.2 -0.3 -0.1
C -1.76378 0.30230 2.71751 -0.3 0.2 0.0
S -1.49893 -1.38395 2.34253 0.1 0.1 -0.2
N -0.92085 1.27756 2.67726 0.2 -0.2 0.0
N 0.30886 0.98100 2.13780 -0.3 0.1 0.1
C 1.35733 1.33198 2.76574 0.3 0.0 -0.1
C 1.37850 1.90485 4.15038 0.0 0.1 0.0
C 2.66042 1.14322 2.04547 -0.2 0.0 0.1
C 3.86374 1.50004 2.64570 0.1 0.0 -0.1
C 5.04483 1.30948 1.94268 0.0 0.0 0.1
C 4.99116 0.77160 0.67069 0.0 0.0 0.0
C 3.74384 0.44743 0.15139 0.0 0.0 0.1
N 2.61117 0.63009 0.81349 0.0 0.0 0.0
H -3.11816 2.54058 5.98338 0.0 0.0 0.0
H -3.39078 3.07632 4.31260 0.0 0.0 0.0
H -1.80481 2.50096 4.80217 0.0 0.0 0.0
H -4.34886 0.81821 4.73979 0.0 0.0 0.0
H -2.75929 0.20415 5.18797 0.0 0.0 0.0
H -3.65692 -0.15913 2.87776 -0.1 0.0 0.1
H 0.36856 1.96708 4.53986 0.0 0.0 0.0
H 1.81880 2.90420 4.15467 0.0 0.0 0.0
H 1.97636 1.27589 4.81270 0.0 0.0 0.0
H 3.88333 1.91923 3.64063 0.0 0.0 0.0
H 5.99346 1.57818 2.38944 0.0 0.0 0.0
H 5.88660 0.60114 0.08920 0.0 0.0 0.0
H 3.64956 0.02007 -0.84106 0.0 0.0 0.0
S -3.61333 5.34895 0.34099 -0.1 0.0 0.0
C -2.54037 6.66515 0.50942 0.0 0.1 0.0
C -1.24702 6.28530 0.32977 0.0 -0.1 0.0
C -1.12620 4.89775 0.04742 0.0 0.1 0.0
C -2.32917 4.25105 0.01890 0.0 -0.2 0.0
C -2.59146 2.82668 -0.23439 0.1 0.1 0.0
C -1.52838 1.94513 -0.52229 0.0 0.0 0.1
N -1.67789 0.66317 -0.74650 0.1 0.0 0.0
C -2.91109 0.12515 -0.69817 -0.1 -0.1 0.0
C -4.03614 0.90269 -0.40126 -0.1 0.1 0.0
C -5.33350 0.29407 -0.29030 0.1 0.0 0.0
C -5.47949 -1.03592 -0.43824 0.1 0.0 0.0
C -4.34285 -1.86926 -0.72198 -0.1 -0.1 0.0
C -4.45835 -3.26364 -0.81060 0.0 0.1 0.0
C -3.34999 -4.03878 -1.05819 0.1 -0.1 0.0
C -2.13216 -3.35453 -1.25869 0.0 0.0 -0.1
N -1.99460 -2.05366 -1.19353 -0.1 0.1 0.1
C -3.07261 -1.30342 -0.89458 0.0 0.1 0.0
C -3.41924 -5.50797 -1.11178 -0.1 0.2 0.0
C -4.48563 -6.30864 -0.81082 0.0 -0.1 0.0
C -4.20445 -7.69212 -0.95799 0.0 0.0 0.0
C -2.92626 -7.91785 -1.36618 0.0 0.0 0.0
S -2.06447 -6.46093 -1.57419 0.1 0.0 0.0
C -3.84804 2.27472 -0.17607 0.0 0.0 0.0
H -2.92114 7.64784 0.73454 0.0 0.0 0.0
H -0.40956 6.96367 0.39684 0.0 0.0 0.0
H -0.17835 4.40666 -0.11538 0.0 0.0 0.0
H -0.50641 2.30686 -0.53339 0.0 0.0 0.0
H -6.18473 0.92643 -0.07015 0.0 0.0 0.0
H -6.45260 -1.50173 -0.34147 0.0 0.0 0.0
H -5.43365 -3.71492 -0.67422 0.0 0.0 0.0
H -1.22863 -3.91038 -1.49296 0.0 0.0 0.1
H -5.44303 -5.92932 -0.48489 0.0 0.0 0.0
H -4.91900 -8.47845 -0.76556 0.0 0.0 0.0
H -2.44412 -8.86302 -1.55445 0.0 0.0 0.0
H -4.71178 2.88175 0.07208 0.0 0.0 0.0
```
Positions in Å, forces in eV/Å.

Values from the calculation:
Net charge: 0
Spin multiplicity: 2
Gap between HOMO and LUMO (alpha / beta): 5.97 / 6.95 eV
Highest occupied orbital energy (alpha / beta): -6.23 / -7.47 eV